A 7-piece molecular cluster, C45H105N7O8 overall at a distorted geometry, computed with ωB97M-V/def2-TZVPD.

Last column: Löwdin charge in e.
Cartesian coordinates (Å):
1 C 7.45314 7.15814 -0.58773  -0.0440
2 C 5.87436 7.09036 -0.49685  -0.4007
3 C 5.45212 6.97671 1.07916  -0.0149
4 C 5.34828 8.45341 -1.12466  -0.1556
5 C 3.86788 8.47100 -1.47310  -0.1990
6 C 3.53574 7.31857 -2.45357  -0.0901
7 C 3.94185 5.89282 -1.84901  -0.4432
8 C 2.91705 5.44108 -0.70475  -0.0270
9 C 4.04393 4.88674 -2.91918  -0.0695
10 N 5.32487 5.87118 -1.20231  -0.1625
11 O 5.76965 4.71999 -0.59703  -0.0114
12 H 7.95645 7.33097 -1.53900  0.0750
13 H 7.96700 7.74621 0.17268  0.0744
14 H 7.81323 6.15435 -0.36225  0.0642
15 H 5.99896 6.08937 1.39805  0.0618
16 H 5.90001 7.81837 1.60747  0.0749
17 H 4.39756 6.75086 1.23724  0.0610
18 H 5.62490 9.22296 -0.40399  0.1148
19 H 5.84408 8.67122 -2.07062  0.1079
20 H 3.39267 8.55849 -0.49605  0.1046
21 H 3.77209 9.42865 -1.98479  0.1049
22 H 4.13373 7.56508 -3.33092  0.1159
23 H 2.47961 7.27422 -2.71951  0.1145
24 H 3.15073 4.52402 -0.16392  0.0741
25 H 1.97882 5.24111 -1.22229  0.0744
26 H 2.53460 6.21961 -0.04466  0.0677
27 H 4.98449 4.98639 -3.46095  0.0940
28 H 3.34483 5.04619 -3.74012  0.0824
29 H 3.90544 3.85875 -2.58430  0.0867
30 H 5.14537 4.67487 0.13087  0.0644
31 C 4.38282 1.28001 6.85352  -0.0300
32 C 4.33259 2.63507 6.08371  -0.5297
33 C 5.68387 3.30051 6.18357  -0.0537
34 C 4.15787 2.33577 4.59417  -0.1124
35 C 2.68922 1.79306 4.14156  -0.1219
36 C 1.58546 2.81685 4.62284  -0.1135
37 C 1.81454 3.30346 6.10840  -0.4617
38 C 1.21594 4.75911 6.21419  -0.0376
39 C 1.12577 2.31950 7.11870  -0.0207
40 N 3.21455 3.47066 6.43783  -0.1218
41 O 3.52950 4.11064 7.67598  0.0021
42 H 4.44571 1.30716 7.94136  0.0742
43 H 3.47736 0.69584 6.68925  0.0595
44 H 5.15965 0.54235 6.65232  0.0830
45 H 6.46158 2.84322 5.57190  0.0896
46 H 5.64919 4.35500 5.90978  0.0888
47 H 6.16712 3.53027 7.13319  0.0804
48 H 4.59741 3.10828 3.96320  0.1087
49 H 4.79411 1.48026 4.36746  0.1041
50 H 2.51724 1.43735 3.12569  0.0974
51 H 2.54621 0.86704 4.69846  0.0774
52 H 0.60237 2.35823 4.51651  0.1119
53 H 1.63883 3.61974 3.88757  0.1046
54 H 1.07951 5.11052 7.23693  0.0744
55 H 0.16661 4.75500 5.91924  0.0719
56 H 1.74741 5.46075 5.57128  0.0838
57 H 0.05100 2.49695 7.15718  0.0824
58 H 1.63524 2.06010 8.04673  0.0735
59 H 1.24960 1.31759 6.70769  0.0576
60 H 3.64054 3.37288 8.28011  0.0781
61 C -1.06317 -2.36200 -8.99168  -0.0085
62 C -1.59960 -1.03676 -8.31745  -0.5257
63 C -0.37449 -0.20054 -8.00172  -0.0395
64 C -2.46323 -0.31353 -9.37573  -0.1503
65 C -3.79334 -0.94053 -9.65899  -0.1968
66 C -4.51055 -1.03213 -8.31869  -0.1439
67 C -3.80302 -1.82081 -7.16212  -0.4448
68 C -4.48689 -1.40581 -5.83984  -0.0398
69 C -4.05208 -3.31830 -7.32253  -0.0415
70 N -2.40441 -1.24317 -7.15282  -0.1385
71 O -1.69425 -1.75182 -6.11490  0.0021
72 H -0.22438 -2.08458 -9.63010  0.0847
73 H -0.65825 -2.99463 -8.20180  0.0724
74 H -1.87046 -2.84906 -9.53864  0.0703
75 H -0.00646 0.25982 -8.91863  0.0834
76 H -0.53766 0.74812 -7.49033  0.0902
77 H 0.36087 -0.82529 -7.49474  0.0831
78 H -2.63230 0.73799 -9.14373  0.1277
79 H -1.83593 -0.38223 -10.26448  0.1168
80 H -4.40324 -0.33359 -10.32812  0.1123
81 H -3.75295 -1.85673 -10.24810  0.1047
82 H -5.53980 -1.37080 -8.43721  0.1150
83 H -4.84288 -0.00984 -8.13817  0.1132
84 H -4.61378 -0.32727 -5.93341  0.0778
85 H -4.03039 -1.53727 -4.85880  0.0791
86 H -5.48047 -1.83143 -5.69928  0.0806
87 H -3.68036 -3.80886 -8.22213  0.0742
88 H -5.10540 -3.56855 -7.19613  0.0818
89 H -3.66088 -3.88840 -6.47988  0.0811
90 H -1.36025 -2.54081 -6.54796  0.0767
91 C -9.26389 -0.76911 1.62432  -0.1155
92 O -8.81100 -1.64116 2.61646  -0.1862
93 C -9.66749 -1.88331 3.76209  -0.1926
94 C -9.53939 -0.99408 4.96733  -0.5005
95 C -8.17437 -1.06819 5.75192  -0.0347
96 N -10.55452 -1.09062 5.90317  0.0341
97 H -8.47753 -0.75736 0.86962  0.0874
98 H -9.30470 0.22839 2.06186  0.0823
99 H -10.20519 -1.15105 1.22912  0.0879
100 H -10.71123 -2.05812 3.50105  0.1166
101 H -9.54303 -2.91044 4.10503  0.1249
102 H -9.57866 -0.01804 4.48369  0.1234
103 H -8.08871 -2.11326 6.04957  0.0744
104 H -8.29831 -0.47053 6.65500  0.0632
105 H -7.25936 -0.71529 5.27622  0.0712
106 H -10.66017 -0.18862 6.34513  0.0881
107 H -11.40681 -1.29077 5.39953  0.0757
108 C 6.00049 -5.97786 -2.82529  -0.1666
109 O 4.63842 -5.87296 -2.84280  -0.1863
110 C 3.97431 -4.59579 -3.07153  -0.1654
111 C 4.29772 -3.93604 -4.42316  -0.4140
112 C 5.50784 -2.96110 -4.51279  -0.0488
113 N 3.10397 -3.14755 -4.48616  -0.0184
114 H 6.54855 -5.70496 -3.72709  0.0825
115 H 6.25048 -7.01071 -2.58271  0.0869
116 H 6.44256 -5.50923 -1.94606  0.0852
117 H 2.90605 -4.69571 -2.87935  0.1245
118 H 4.37306 -3.93161 -2.30474  0.1192
119 H 4.20078 -4.76118 -5.12874  0.1447
120 H 5.81291 -2.62768 -5.50469  0.0717
121 H 6.37743 -3.40855 -4.03144  0.0548
122 H 5.27057 -2.04651 -3.96937  0.0747
123 H 2.83859 -2.59325 -3.68465  0.0803
124 H 3.14503 -2.65975 -5.36960  0.0761
125 C 2.76133 -3.63756 2.86698  -0.0564
126 O 1.57718 -3.27633 3.68243  -0.1974
127 C 1.69206 -3.70596 5.01964  -0.2436
128 C 0.26729 -3.60000 5.60865  -0.4116
129 C 0.39012 -3.73021 7.24183  -0.0452
130 N -0.58955 -4.69197 5.29860  0.0222
131 H 2.56244 -4.53033 2.27410  0.0814
132 H 3.67154 -3.67654 3.46541  0.0826
133 H 2.86352 -2.83449 2.13710  0.0761
134 H 1.91779 -4.75780 5.19507  0.1216
135 H 2.42403 -3.08962 5.54160  0.1192
136 H -0.16956 -2.68966 5.19812  0.1357
137 H -0.54040 -3.59061 7.79205  0.0652
138 H 1.10822 -3.00016 7.61528  0.0528
139 H 0.83422 -4.68552 7.52158  0.0634
140 H -0.12685 -5.53208 5.61517  0.0670
141 H -0.43488 -4.69108 4.30051  0.0662
142 C -7.31949 -5.15057 -0.26268  -0.1255
143 O -6.31228 -5.52204 0.65281  -0.1661
144 C -5.03929 -5.72872 0.05859  -0.2146
145 C -4.06116 -4.64281 0.41408  -0.2498
146 N -4.59170 -3.37721 0.12991  -0.0752
147 C -3.68683 -2.29000 0.50470  -0.1883
148 C -2.30520 -2.26618 -0.21174  -0.2015
149 O -1.80878 -0.91102 -0.07734  -0.1804
150 C -0.64209 -0.75155 -0.85285  -0.1329
151 H -7.41680 -4.10502 -0.55502  0.0761
152 H -8.31844 -5.31825 0.13992  0.0821
153 H -7.24500 -5.73059 -1.18254  0.0815
154 H -5.10637 -5.96927 -1.00241  0.1198
155 H -4.59494 -6.62719 0.48687  0.1174
156 H -3.23333 -4.72747 -0.28994  0.1206
157 H -3.71805 -4.70066 1.44705  0.1271
158 H -5.42392 -3.17994 0.66713  0.1076
159 H -3.44155 -2.39705 1.56133  0.1083
160 H -4.20135 -1.32908 0.50405  0.1202
161 H -2.40824 -2.59799 -1.24488  0.1158
162 H -1.65262 -3.02787 0.21495  0.1108
163 H 0.12998 -1.51512 -0.75811  0.0808
164 H -0.04726 0.13460 -0.63142  0.0794
165 H -1.00033 -0.61340 -1.87299  0.0884

Forces on the atoms, in the same order (eV/Å):
C -0.2 -1.8 0.6
C -0.6 0.7 0.5
C 1.6 -0.4 -2.1
C 0.3 -1.8 0.0
C 0.7 0.3 0.3
C 1.0 -0.5 2.2
C 0.5 0.4 3.0
C -1.1 0.7 -1.8
C -0.4 -1.0 -1.9
N 1.3 4.3 -2.1
O -1.1 -0.4 0.0
H -0.8 0.5 -0.3
H -0.5 0.5 0.1
H -0.1 -0.3 0.2
H 0.1 0.0 0.4
H -0.6 0.1 0.2
H 0.0 0.7 0.0
H -0.1 0.1 -0.1
H 0.6 -0.2 0.1
H -1.0 -0.5 -0.3
H -0.7 0.1 0.0
H 0.0 -0.5 -0.2
H 0.0 0.0 0.0
H 0.4 0.1 -0.1
H -0.1 -0.5 -0.3
H 0.9 0.2 0.3
H 0.3 -0.1 0.5
H -0.7 0.1 0.2
H 0.2 0.0 0.1
H 0.1 -0.9 0.8
C -0.8 -0.9 0.6
C -0.3 -1.6 -0.8
C 1.1 2.1 0.4
C -1.1 -2.1 -1.8
C 0.3 1.1 2.4
C 1.7 -0.8 -0.2
C -0.8 0.9 0.8
C -1.0 -1.0 0.2
C 0.3 -0.9 -1.5
N 2.2 1.2 -0.3
O -1.0 -0.2 -0.6
H 0.0 0.8 0.3
H -0.3 0.1 -0.2
H 0.5 0.5 -0.7
H -0.3 -0.3 -0.1
H -0.5 0.1 -0.9
H -0.5 -1.1 0.8
H -0.6 0.5 0.1
H 0.3 -0.1 0.1
H 0.5 0.7 -0.3
H 0.0 -0.1 0.3
H -0.1 0.1 0.3
H -0.1 0.5 0.4
H 0.9 0.0 0.1
H -0.1 -0.3 -0.6
H 0.1 -0.1 0.3
H 0.1 0.1 0.6
H -0.2 1.3 0.5
H -0.4 -0.2 -0.7
H -0.1 -0.2 0.6
C -0.3 1.0 0.8
C -0.6 -0.2 -1.5
C 0.1 0.8 -0.2
C 1.0 -0.2 -0.7
C -0.7 -0.5 0.2
C -1.5 -0.4 -0.3
C -0.2 1.5 -0.6
C -0.3 1.2 0.1
C 0.6 -0.9 0.3
N -2.9 1.0 0.1
O 1.1 -1.0 0.7
H -0.2 -0.2 -0.2
H 0.0 -0.4 -0.2
H 0.3 -0.2 0.0
H 0.5 -0.8 -0.5
H -0.6 -0.4 0.9
H 0.2 0.4 -0.1
H 0.3 0.1 0.3
H 0.0 0.4 -0.3
H 0.1 0.5 0.1
H 0.4 -0.5 0.5
H 0.0 -1.1 -0.2
H 1.1 0.5 1.1
H -0.2 0.1 0.2
H 0.8 -0.5 -0.4
H -0.1 -0.1 -0.5
H 0.0 0.3 -0.2
H -0.2 0.5 -0.5
H 0.6 0.1 0.1
H 0.7 -0.9 0.9
C 0.2 0.1 0.6
O -0.1 -1.2 2.1
C 0.0 -2.0 -0.3
C 3.8 2.3 -1.9
C -1.0 -0.4 -0.4
N -2.1 -0.9 1.1
H -0.2 -0.1 -0.2
H -0.6 0.3 -0.4
H -0.2 0.5 -0.3
H -0.5 1.1 -0.7
H 1.2 -0.4 -0.1
H 0.3 0.7 0.0
H 0.4 0.0 0.2
H 0.0 0.0 0.1
H -0.3 -0.2 -0.5
H -0.2 -0.1 0.3
H -0.5 0.0 0.3
C 1.3 -0.4 1.0
O -2.6 0.2 -0.6
C 3.4 -0.9 1.0
C -1.1 0.4 1.7
C 0.4 -1.1 0.7
N -1.5 0.2 -2.5
H -0.2 0.2 -0.2
H -0.3 -0.3 -0.5
H 0.1 0.9 0.0
H 0.3 -0.5 -0.5
H -0.1 0.4 0.4
H 0.5 0.3 -0.5
H -0.3 -0.4 -0.2
H 0.3 0.1 -0.1
H -0.1 -0.1 0.2
H 0.5 0.2 -0.2
H -0.7 0.8 0.4
C -1.5 1.1 0.2
O 1.7 -1.1 -1.0
C -1.4 0.3 0.5
C 1.2 0.3 4.0
C 0.6 1.5 -1.6
N 0.0 -0.2 -1.7
H 0.1 -0.3 0.4
H -0.1 -0.3 0.1
H 0.1 0.1 0.1
H 0.6 -0.3 -0.6
H 0.1 0.1 0.2
H -0.1 0.2 0.6
H -0.1 -0.1 -0.4
H 0.0 0.3 0.1
H -0.2 -0.3 -0.3
H -0.1 -0.4 0.2
H -0.9 -0.8 -0.8
C -0.9 -0.1 -0.4
O -0.2 0.3 -0.3
C 0.3 -0.9 0.8
C 0.2 -0.3 -0.9
N -0.5 2.7 -0.6
C 0.8 -0.3 0.6
C -1.4 0.8 0.2
O 0.4 -1.5 0.4
C 0.1 0.7 -0.7
H 1.0 0.4 0.1
H 0.2 -0.6 0.5
H 0.1 -0.1 -0.1
H -0.2 0.6 -0.2
H -0.3 -0.4 0.2
H 0.5 -0.5 0.3
H 0.2 -0.4 0.3
H -0.3 -0.4 0.0
H 0.2 -0.1 0.5
H 0.1 0.0 -0.8
H -0.1 0.5 -0.5
H 0.4 0.3 0.5
H -0.4 -0.8 0.0
H -0.7 0.5 0.6
H 0.5 -0.4 -0.4

## Properties
Total charge   0
Energy   -75164.794 eV
E_HOMO   -7.914 eV
SMILES   CC1(C)CCCC(C)(C)N1O.CC1(C)CCCC(C)(C)N1O.CC1(C)CCCC(C)(C)N1O.COC[C@H](C)N.COC[C@H](C)N.COC[C@H](C)N.COCCNCCOC